No. 1
2 unconnected molecules or ions with the total composition C21H23N2O5. Source: the OMol25 dataset; level of theory: ωB97M-V/def2-TZVPD.

The geometry in XYZ format:
```
51
Properties=species:S:1:pos:R:3:nbo_charge:R:1
C 2.478 4.006 3.711 -0.2544
O 2.682 2.589 3.901 -0.5019
C 1.662 1.734 3.629 0.3153
C 1.983 0.350 3.605 -0.2688
C 1.032 -0.566 3.235 -0.1441
C -0.291 -0.167 2.920 -0.1352
C -1.261 -1.166 2.521 -0.0813
C -2.595 -1.030 2.816 -0.1725
N -3.412 -2.155 2.870 0.4839
O -4.647 -2.073 3.070 -0.4227
O -2.817 -3.259 2.705 -0.4569
C -0.625 1.207 3.037 -0.1004
C 0.334 2.153 3.370 -0.3387
H 3.477 4.426 3.824 0.1968
H 2.082 4.230 2.711 0.1857
H 1.808 4.409 4.481 0.1753
H 2.995 0.051 3.871 0.2218
H 1.259 -1.634 3.200 0.2213
H -0.856 -2.143 2.255 0.2630
H -3.060 -0.067 3.037 0.2092
H -1.654 1.527 2.853 0.2047
H 0.062 3.211 3.432 0.2131
C -2.038 -6.027 -0.107 -0.6209
C -2.786 -4.724 -0.140 -0.0780
O -1.765 -3.685 -0.106 -0.5139
C -2.294 -2.456 -0.036 0.7583
C -1.270 -1.371 -0.252 -0.0630
C -1.758 0.023 -0.234 -0.6705
N -0.192 -1.767 -0.888 -0.3814
C 0.647 -1.126 -1.638 -0.1250
C 1.706 -1.810 -2.356 -0.0531
C 2.591 -1.117 -3.219 -0.2342
C 3.623 -1.799 -3.859 -0.2216
C 3.784 -3.181 -3.663 -0.2795
C 2.897 -3.880 -2.827 -0.2346
C 1.854 -3.202 -2.192 -0.1659
O -3.486 -2.209 0.083 -0.6867
H -2.731 -6.860 -0.233 0.1961
H -1.288 -6.079 -0.903 0.2082
H -1.537 -6.138 0.859 0.2091
H -3.368 -4.607 -1.064 0.1721
H -3.439 -4.605 0.734 0.2118
H -2.699 0.044 0.323 0.2333
H -1.027 0.681 0.250 0.1933
H -1.934 0.388 -1.260 0.1920
H 0.560 -0.034 -1.781 0.1300
H 2.447 -0.044 -3.360 0.1980
H 4.311 -1.255 -4.510 0.1950
H 4.600 -3.708 -4.160 0.1936
H 3.019 -4.952 -2.667 0.1966
H 1.143 -3.721 -1.550 0.2276
```

Results
Max |F| ... 2.81 eV Å⁻¹
Frontier orbital gap ... 4.753 eV
Spin multiplicity ... 1
HOMO level ... -2.68 eV
Charge ... -1

No. 2
A molecular structure, C20H11Br2NO2S4Tl. Source: the OMol25 dataset; level of theory: ωB97M-V/def2-TZVPD.

The geometry in XYZ format:
```
41
Properties=species:S:1:pos:R:3:lowdin_charge:R:1
Tl -2.934 2.658 -0.212 0.7126
Br -0.958 2.708 5.168 0.6473
C 0.520 2.667 3.799 -0.5118
C 1.710 2.833 3.900 -0.3103
C 1.945 2.770 2.507 -0.1773
Br 4.339 2.954 3.251 0.1157
C 1.562 3.005 1.302 -0.1382
C 2.761 3.418 0.296 -0.0048
C 2.126 3.197 -0.747 -0.1856
C 0.682 3.172 -1.056 -0.1965
N -0.108 3.473 -0.109 0.0645
C 0.112 3.127 1.479 -0.1244
C -0.581 2.783 2.450 -0.3205
O -1.998 2.606 2.273 -0.3059
H 2.082 2.727 5.134 0.2099
H 3.868 3.567 0.468 0.1050
H 2.583 3.328 -1.903 0.1545
H 0.249 3.302 -2.256 0.1453
S -4.787 6.365 -2.464 0.0933
C -3.306 5.077 -1.799 -1.5744
S -4.301 4.822 -0.278 0.3398
S -2.317 4.083 -2.126 0.6497
C 2.147 -6.967 -2.535 -0.0388
C 0.967 -5.746 -2.157 -0.5395
O 0.207 -5.423 -3.110 -0.0093
S 0.339 -6.247 -0.237 0.7383
C -0.187 -4.381 -0.752 -0.4576
C 0.374 -3.163 0.038 -0.0618
C -0.405 -2.073 0.525 -0.1122
C -1.582 -1.701 -0.042 -0.2304
C -2.207 -2.659 -0.961 0.0171
C -1.476 -3.977 -1.052 -0.1254
C -1.974 -0.321 -0.575 -0.1203
C -2.467 0.647 -0.196 -0.1867
H 1.473 -7.127 -3.153 -0.0969
H 2.409 -7.818 -1.520 0.1545
H 2.840 -5.754 -2.276 0.2130
H 1.267 -3.097 0.761 0.1098
H 0.287 -1.071 0.757 0.1767
H -3.175 -2.929 -1.386 0.1003
H -2.088 -4.837 -1.206 0.0812
```

Results
Max |F| ... 17.56 eV Å⁻¹
Frontier orbital gap ... 4.870 eV
Spin multiplicity ... 1
HOMO level ... -4.67 eV
Charge ... -1

No. 3
A molecular structure, C46H101N5O3. Source: the OMol25 dataset; level of theory: ωB97M-V/def2-TZVPD.

The geometry in XYZ format:
```
155
Properties=species:S:1:pos:R:3:lowdin_charge:R:1
C 0.981 3.669 7.133 -0.0871
C -0.030 2.537 6.821 -0.2439
C 0.289 1.792 5.527 -0.1953
C -0.667 0.607 5.326 -0.1189
N -0.407 -0.150 4.024 -0.1935
C 0.878 -1.011 4.088 -0.0766
C 0.550 -2.226 3.261 -0.1706
C -0.928 -2.434 3.070 -0.1376
C -1.514 -1.223 3.863 -0.0822
C -0.421 0.744 2.710 0.0784
H 0.859 4.589 6.560 0.0714
H 2.005 3.440 6.837 0.0720
H 0.877 3.971 8.175 0.0852
H -1.071 2.859 6.827 0.1150
H -0.031 1.911 7.713 0.1144
H 1.303 1.394 5.567 0.1132
H 0.307 2.526 4.720 0.1121
H -1.714 0.912 5.340 0.1376
H -0.649 -0.077 6.174 0.1414
H 1.821 -0.546 3.796 0.1202
H 1.031 -1.360 5.109 0.1427
H 1.005 -2.175 2.272 0.1105
H 0.979 -3.059 3.818 0.1317
H -1.184 -2.272 2.023 0.0672
H -1.207 -3.478 3.214 0.1320
H -2.452 -0.883 3.423 0.1209
H -1.798 -1.595 4.848 0.1355
H 0.533 1.272 2.701 0.0817
H -1.335 1.337 2.667 0.1046
H -0.432 0.006 1.908 0.0688
C 2.289 0.812 -7.369 -0.0857
C 3.079 0.480 -6.103 -0.2561
C 2.498 -0.758 -5.419 -0.1843
C 2.819 -0.875 -3.902 -0.0795
N 2.686 -2.365 -3.443 -0.2269
C 1.244 -2.919 -3.748 -0.0452
C 0.927 -3.945 -2.595 -0.1126
C 1.924 -3.615 -1.506 -0.1490
C 2.860 -2.448 -1.898 -0.0767
C 3.685 -3.303 -4.035 0.0241
H 1.234 0.935 -7.126 0.0549
H 2.279 -0.076 -8.001 0.0891
H 2.630 1.727 -7.852 0.0907
H 3.123 1.336 -5.429 0.0923
H 4.113 0.386 -6.436 0.1190
H 2.893 -1.610 -5.973 0.1166
H 1.416 -0.831 -5.528 0.1072
H 2.168 -0.280 -3.261 0.1123
H 3.859 -0.584 -3.754 0.1303
H 1.108 -3.261 -4.774 0.1385
H 0.640 -2.038 -3.530 0.1005
H 1.152 -4.925 -3.014 0.1203
H -0.112 -3.882 -2.269 0.1025
H 2.525 -4.449 -1.144 0.1243
H 1.326 -3.263 -0.666 0.0982
H 3.911 -2.545 -1.627 0.1342
H 2.502 -1.581 -1.342 0.0857
H 3.823 -4.228 -3.476 0.1227
H 4.634 -2.775 -4.132 0.1185
H 3.314 -3.536 -5.033 0.1049
C -3.242 3.932 1.430 -0.0890
C -3.977 2.983 0.434 -0.2233
C -3.566 3.251 -1.054 -0.1695
C -2.115 2.727 -1.367 -0.0671
N -1.656 3.036 -2.834 -0.2387
C -2.070 1.993 -3.805 -0.0940
C -1.091 2.008 -5.070 -0.1220
C 0.158 2.538 -4.498 -0.1679
C -0.125 3.000 -3.046 -0.0862
C -2.152 4.400 -3.337 0.0707
H -3.625 4.946 1.320 0.0875
H -2.159 3.809 1.435 0.0553
H -3.549 3.726 2.456 0.0706
H -5.036 3.239 0.460 0.1133
H -3.878 1.924 0.673 0.0780
H -3.740 4.316 -1.209 0.1096
H -4.259 2.794 -1.760 0.1115
H -1.958 1.691 -1.067 0.1141
H -1.395 3.187 -0.689 0.1186
H -3.086 2.178 -4.156 0.1296
H -2.093 1.032 -3.291 0.1123
H -1.405 2.663 -5.883 0.1240
H -0.967 1.050 -5.574 0.1164
H 0.604 3.352 -5.071 0.1329
H 0.811 1.682 -4.331 0.0975
H 0.276 3.987 -2.816 0.1329
H 0.258 2.274 -2.329 0.0976
H -1.486 4.580 -4.181 0.1152
H -1.999 5.096 -2.512 0.1175
H -3.201 4.178 -3.529 0.1092
C 7.809 0.125 3.200 -0.1079
C 6.842 -0.655 2.340 -0.2404
C 6.456 0.093 1.005 -0.1514
C 5.859 1.531 1.124 -0.0729
N 4.329 1.628 0.752 -0.1896
C 4.018 1.202 -0.735 -0.0614
C 3.234 2.416 -1.323 -0.1580
C 3.804 3.587 -0.580 -0.1768
C 3.822 3.128 0.819 -0.0747
C 3.528 0.726 1.754 0.0273
H 8.266 -0.547 3.926 0.0889
H 7.228 0.932 3.648 0.0652
H 8.700 0.573 2.760 0.0908
H 5.961 -0.947 2.913 0.0953
H 7.370 -1.595 2.177 0.1110
H 5.724 -0.478 0.433 0.0865
H 7.336 0.204 0.371 0.1207
H 6.327 2.126 0.339 0.1317
H 5.939 1.925 2.137 0.1204
H 3.467 0.262 -0.785 0.0885
H 4.938 1.180 -1.319 0.1322
H 2.168 2.359 -1.102 0.0918
H 3.316 2.437 -2.410 0.1215
H 3.158 4.456 -0.709 0.1336
H 4.728 3.958 -1.025 0.1372
H 2.823 3.182 1.253 0.1309
H 4.499 3.631 1.510 0.1396
H 3.618 -0.341 1.547 0.0995
H 2.493 1.034 1.605 0.0643
H 3.881 1.012 2.745 0.1076
C -7.715 -2.324 4.505 -0.0635
C -6.307 -2.525 3.818 -0.2299
C -6.321 -2.717 2.279 -0.2019
C -4.980 -3.195 1.716 -0.0783
N -4.710 -2.761 0.196 -0.2027
C -5.655 -3.350 -0.879 -0.0555
C -4.853 -3.313 -2.227 -0.1190
C -3.368 -3.370 -1.823 -0.1472
C -3.414 -3.442 -0.300 -0.1130
C -4.512 -1.219 0.145 0.0489
H -8.352 -1.506 4.170 0.0761
H -7.448 -2.049 5.525 0.0747
H -8.270 -3.259 4.425 0.0818
H -5.848 -3.448 4.171 0.1086
H -5.613 -1.708 4.015 0.0932
H -6.795 -1.897 1.739 0.1096
H -7.017 -3.525 2.055 0.1205
H -4.850 -4.277 1.765 0.1333
H -4.140 -2.818 2.300 0.1092
H -6.590 -2.803 -0.999 0.1400
H -5.848 -4.409 -0.708 0.1432
H -5.078 -2.453 -2.858 0.1178
H -5.025 -4.244 -2.767 0.1262
H -2.781 -2.497 -2.108 0.0888
H -2.757 -4.118 -2.330 0.1217
H -2.558 -3.028 0.232 0.0992
H -3.608 -4.447 0.074 0.1319
H -5.426 -0.814 0.579 0.0945
H -4.495 -1.029 -0.928 0.0994
H -3.619 -0.792 0.599 0.0902
O -0.881 -1.529 -0.293 0.1069
C -0.160 -0.653 -0.871 -0.9419
O 0.699 0.022 -0.290 -0.0140
O -0.514 -0.423 -2.041 -0.0154
H -1.231 -1.452 -1.183 0.0366
```

Results
Max |F| ... 7.76 eV Å⁻¹
Frontier orbital gap ... 10.122 eV
Spin multiplicity ... 1
Relative energy (zero: lowest compared OMol25 entry of this formula, charge and spin) ... 56.4 kcal per mole
HOMO level ... -17.89 eV
Charge ... +4

No. 4
A molecular structure, C15H19BiClSi. Source: the OMol25 dataset; level of theory: ωB97M-V/def2-TZVPD.

The geometry in XYZ format:
```
37
Properties=species:S:1:pos:R:3:nbo_charge:R:1
C 0.795 -1.894 0.358 -0.4531
C 0.859 -2.097 -1.100 -0.2972
C -0.487 -2.091 -1.590 -0.2847
H 1.730 -2.459 -1.645 0.2396
C -1.382 -2.172 -0.500 -0.2873
C -0.648 -1.854 0.707 -0.3494
H -1.012 -1.832 1.720 0.2409
H 1.598 -1.948 1.099 0.2549
H -0.759 -2.091 -2.648 0.2502
H -2.399 -2.581 -0.550 0.2230
Bi 0.254 0.350 -0.157 1.1037
Cl 1.393 2.990 1.911 -0.0318
C 0.078 2.489 -3.511 -0.3792
C -1.152 1.851 -3.859 -0.3671
C -0.841 0.634 -4.541 -0.3673
H -2.157 2.243 -3.668 0.1827
C 0.582 0.522 -4.617 -0.3702
C 1.150 1.669 -3.981 -0.3705
H 2.218 1.896 -3.901 0.1838
H 0.182 3.453 -3.001 0.1857
H -1.565 -0.070 -4.967 0.1800
H 1.137 -0.285 -5.109 0.1803
C -1.588 0.880 5.360 -1.1039
Si 0.048 0.292 4.634 1.5957
C 1.579 0.986 5.474 -1.1089
C -0.076 -1.546 4.997 -1.1102
C 0.237 0.651 2.798 -0.5666
C 0.691 1.438 1.885 -0.4714
H -1.564 0.763 6.457 0.2254
H -2.405 0.236 4.993 0.2351
H -1.864 1.918 5.152 0.2378
H 1.467 0.967 6.568 0.2249
H 2.455 0.370 5.229 0.2374
H 1.815 2.008 5.170 0.2460
H -1.008 -1.956 4.576 0.2330
H 0.758 -2.118 4.579 0.2333
H -0.086 -1.702 6.093 0.2257
```

Results
Max |F| ... 2.38 eV Å⁻¹
Frontier orbital gap (spin up / spin down) ... 5.234 / 4.953 eV
Spin multiplicity ... 1
Relative energy (zero: lowest compared OMol25 entry of this formula, charge and spin) ... 19.0 kcal per mole
HOMO level (spin up / spin down) ... -2.95 / -2.93 eV
Charge ... -1